[1]
{"formula": "C13H12InN3S2", "method": "the ωB97M-V functional and the def2-TZVPD basis", "symbols": ["In", "C", "N", "C", "C", "C", "C", "C", "C", "C", "C", "H", "H", "H", "H", "H", "H", "H", "H", "H", "H", "H", "H", "S", "C", "C", "N", "C", "S", "C", "N"], "positions_angstrom": [[-0.903243, -0.431222, 0.602391], [1.561437, -0.869143, -1.313303], [1.721660, -0.587695, 0.111618], [2.679552, -1.513712, 0.626592], [2.234476, 0.793786, 0.217475], [1.204554, 1.899167, 0.074942], [1.504037, 3.190376, -0.308166], [0.531028, 4.207527, -0.234036], [-0.744472, 3.888960, 0.158021], [-1.088580, 2.527109, 0.354250], [-0.130649, 1.545851, 0.391668], [2.492586, -1.050962, -1.824266], [1.002345, -0.059755, -1.832881], [0.971964, -1.813087, -1.479212], [3.633282, -1.337347, 0.056698], [2.267262, -2.423975, 0.378921], [2.869612, -1.347840, 1.675058], [3.068719, 0.978258, -0.418517], [2.612651, 0.871936, 1.237542], [2.534186, 3.399497, -0.610097], [0.771975, 5.201278, -0.543979], [-1.547334, 4.544557, 0.141968], [-2.146542, 2.255647, 0.370896], [-3.287376, -0.392575, 0.385489], [-3.481736, -2.124301, 0.248580], [-4.861527, -2.469912, -0.069076], [-5.954806, -2.761040, -0.268826], [-2.546802, -3.129489, 0.382017], [-0.839725, -2.836640, 0.743138], [-2.934264, -4.521941, 0.324141], [-3.194277, -5.633304, 0.420944]], "forces_ev_per_a": [[0.841, 0.167, 0.005], [-1.884, -0.810, -0.780], [-0.466, 1.901, -1.210], [1.696, 1.864, -0.425], [-0.645, 0.223, 1.402], [-1.044, -1.236, 0.313], [0.341, 0.124, 0.283], [0.437, -0.803, 0.036], [0.365, -2.362, -0.470], [-0.221, 0.998, -0.125], [0.316, 0.045, -0.301], [0.720, 0.267, -0.172], [0.430, -0.374, 0.407], [0.405, 0.759, 0.340], [-0.374, -0.558, 0.569], [-0.304, -2.565, 0.016], [-0.097, -0.234, 0.376], [0.850, -0.056, -0.845], [0.156, 0.089, 0.140], [-0.348, 0.161, 0.008], [0.185, 0.485, 0.000], [-1.090, 1.558, 0.027], [0.183, 0.231, 0.416], [-0.173, -0.259, -0.086], [-0.331, -0.973, -0.264], [0.744, -0.271, 0.400], [-0.052, 0.086, -0.111], [-0.556, 0.948, 0.040], [-0.249, -0.012, -0.107], [0.291, 1.122, 0.313], [-0.126, -0.516, -0.193]], "lumo_energy_ev": -0.5, "e_tot_ev": -44988.9782, "fmax_ha_per_bohr": 0.050}

=====

[2]
{"formula": "C13H12O", "method": "the ωB97M-V functional and the def2-TZVPD basis", "symbols": ["C", "C", "C", "C", "C", "C", "C", "C", "C", "C", "C", "C", "C", "O", "H", "H", "H", "H", "H", "H", "H", "H", "H", "H", "H", "H"], "positions_angstrom": [[-0.870476, 3.746856, 0.139626], [-0.067014, 2.920257, 0.499981], [3.577406, -0.940360, -0.375467], [3.463283, -0.584736, 0.975447], [2.609131, -0.628351, -1.375114], [2.207630, -0.184745, 1.363260], [1.417415, -0.125019, -1.021311], [1.126316, 0.033538, 0.395209], [-3.142869, -0.998151, -0.488341], [-2.627534, 0.527734, -0.231567], [-1.818782, -1.572908, -0.042085], [-0.147766, 0.290483, 0.787436], [-1.437398, -0.159799, 0.417119], [-1.008969, 0.067269, 1.758161], [-1.648756, 4.507488, 0.299075], [4.536765, -1.382512, -0.629117], [4.253194, -0.819153, 1.648857], [2.740653, -0.875802, -2.462860], [2.037175, 0.264905, 2.295838], [0.664591, 0.265469, -1.626928], [-4.001159, -1.251679, 0.062580], [-3.387233, -1.260354, -1.437410], [-2.241673, 0.991566, -1.140915], [-3.203796, 1.316652, 0.292555], [-1.721477, -2.241737, 0.807170], [-1.308650, -1.906909, -0.911197]], "forces_ev_per_a": [[-2.184, 1.981, 0.459], [0.964, -3.030, 0.301], [0.538, 0.394, -0.440], [-1.498, -1.001, -1.825], [1.761, -1.393, -0.911], [-1.840, 1.492, -2.048], [-1.081, 0.587, 4.129], [5.597, -1.235, -0.129], [0.028, 2.236, 1.867], [0.031, -1.257, -0.492], [0.149, 1.292, 1.188], [-2.436, 2.008, -0.223], [-0.702, 0.340, -1.622], [1.217, 0.029, 1.593], [0.867, -0.570, -0.647], [-0.214, 0.003, -0.496], [0.430, 0.218, 0.470], [0.403, 0.348, 1.296], [-0.334, -0.128, 1.558], [-0.975, 0.119, -1.500], [-0.938, -0.265, 1.250], [-0.540, -0.357, -3.093], [-0.209, -0.018, -0.110], [0.301, -0.905, 0.017], [-0.351, -0.464, -0.168], [1.013, -0.424, -0.426]], "de_lowest_kcal_mol": 155.25, "lumo_energy_ev": [-1.4, -1.4], "e_tot_ev": -15714.1054, "fmax_ha_per_bohr": 0.111}

=====

[3]
{"formula": "C13H13MoN2O9", "method": "the ωB97M-V functional and the def2-TZVPD basis", "symbols": ["Mo", "O", "C", "C", "N", "C", "C", "O", "O", "C", "C", "O", "O", "H", "H", "H", "H", "H", "H", "H", "H", "H", "O", "C", "C", "C", "C", "C", "C", "C", "O", "N", "O", "O", "H", "H", "H", "H"], "positions_angstrom": [[-0.591736, -0.890021, -0.089325], [-1.431737, 0.023591, 1.661158], [-1.406557, -0.714403, 2.933453], [-0.052854, -1.376330, 2.958526], [0.129161, -2.167427, 1.685976], [1.554334, -2.487690, 1.455980], [1.812385, -2.771771, -0.005965], [2.527159, -3.372616, -0.655726], [0.699402, -1.850102, -0.773438], [-0.678406, -3.433541, 1.706867], [-1.972617, -3.356323, 0.930246], [-2.888366, -4.036163, 0.817864], [-1.912711, -2.044634, 0.103758], [-2.155056, 0.674350, 1.622990], [-2.248089, -1.409204, 2.946002], [-1.511755, 0.000232, 3.747881], [0.049994, -2.026634, 3.829305], [0.727155, -0.617268, 2.992954], [1.898790, -3.353756, 2.027562], [2.184004, -1.633012, 1.716604], [-0.917376, -3.738483, 2.728906], [-0.121172, -4.262783, 1.260573], [0.827522, 0.478275, 0.514821], [1.213327, 1.524219, -0.111575], [0.636663, 2.049205, -1.284907], [1.165740, 3.229537, -1.839464], [0.573040, 3.752052, -2.964203], [-0.530513, 3.170231, -3.565357], [-1.091525, 2.005841, -3.024485], [-0.499432, 1.469020, -1.912462], [-1.009291, 0.323028, -1.348731], [1.149001, 5.004329, -3.554305], [0.615344, 5.402147, -4.553545], [2.084182, 5.472343, -2.955612], [2.057107, 2.053292, 0.335148], [2.023600, 3.735787, -1.409086], [-0.948994, 3.632229, -4.453067], [-1.959726, 1.542451, -3.475320]], "forces_ev_per_a": [[-0.008, -0.287, -0.223], [-0.062, 0.161, 0.052], [0.004, -0.017, -0.046], [-0.020, 0.004, 0.002], [0.026, 0.027, 0.030], [0.060, -0.023, -0.019], [0.116, -0.179, 0.124], [-0.012, 0.027, -0.006], [-0.266, 0.277, 0.005], [-0.082, -0.097, -0.002], [-0.031, 0.064, -0.044], [0.007, -0.027, 0.063], [0.168, 0.025, -0.034], [-0.019, -0.053, 0.024], [-0.009, 0.013, 0.016], [0.010, -0.014, 0.016], [0.003, 0.008, 0.004], [0.013, -0.008, -0.014], [-0.009, 0.009, 0.006], [-0.021, 0.015, 0.010], [0.020, 0.004, 0.000], [0.026, 0.031, -0.014], [0.020, 0.028, -0.074], [0.029, 0.029, 0.017], [-0.050, -0.038, -0.022], [0.054, -0.021, 0.102], [-0.029, 0.089, -0.131], [0.080, 0.066, 0.006], [-0.066, -0.123, 0.062], [0.082, 0.239, -0.153], [-0.003, -0.125, 0.182], [-0.098, -0.194, 0.097], [0.003, 0.063, -0.057], [0.061, 0.057, -0.005], [0.003, -0.019, 0.017], [0.000, -0.007, 0.002], [-0.005, -0.001, 0.004], [0.004, -0.001, 0.002]], "de_lowest_kcal_mol": 0.00, "lumo_energy_ev": -13.6, "total_charge": 3, "e_tot_ev": -36921.1096, "fmax_ha_per_bohr": 0.007}